## 1
Entry from OMol25: the ion C2H6N3O with charge +1 (the ωB97M-V functional and the def2-TZVPD basis).

Last column: Mulliken charge in e.
Element x y z (Å)
1 C 0.90 1.51 0.40  0.64
2 C 0.20 -0.18 0.10  -0.01
3 N -0.32 1.17 0.31  -0.29
4 N -0.24 -1.18 1.05  -0.65
5 N -0.09 -0.54 -1.28  -0.40
6 O 1.94 1.94 0.52  -0.28
7 H -1.27 1.58 0.62  0.31
8 H -1.13 -0.84 1.36  0.23
9 H 0.39 -1.33 1.85  0.29
10 H 0.79 -0.68 -1.95  0.40
11 H -0.70 0.08 -1.87  0.37
12 H -0.47 -1.53 -1.11  0.39

## Properties
- highest occupied orbital energy (eV) = -13.65
- SMILES = N[C@@]1([NH3+])NC1=O
- net charge = +1
- orbital gap (eV) = 9.85

***

## 2
Entry from OMol25: a cluster of 2 separate species, C2H6N3O in total (the ωB97M-V functional and the def2-TZVPD basis).

Last column: Mulliken charge in e.
Element x y z (Å)
1 C 0.05 -0.23 1.23  0.02
2 C -1.36 0.33 -0.57  -0.10
3 N -0.94 -0.56 1.92  -0.05
4 N -0.31 0.26 0.01  -0.01
5 N 1.70 0.24 -1.17  -0.69
6 O -2.17 -0.47 1.56  -0.23
7 H 1.02 -0.14 1.67  0.43
8 H -1.78 0.43 -1.51  0.47
9 H -2.11 -0.25 0.56  0.36
10 H 1.75 -0.07 -2.12  0.26
11 H 1.97 -0.62 -0.64  0.30
12 H 2.19 1.09 -0.94  0.25

## Properties
- highest occupied orbital energy (alpha / beta) (eV) = -14.61 / -14.61
- net charge = +1
- orbital gap (alpha / beta) (eV) = 8.05 / 8.05

***

Result of the stability comparison: 2 is the least stable of them.

***

## 1
Entry from OMol25: a cluster of 2 separate species, C3H5ClFN in total (the ωB97M-V functional and the def2-TZVPD basis).

Last column: Mulliken charge in e.
Element x y z (Å)
1 C 0.86 -1.58 0.94  -0.69
2 C 0.64 -0.42 0.24  0.71
3 C -0.74 1.38 -0.35  -0.74
4 N -0.58 0.11 0.14  -0.24
5 F -1.34 -1.01 -1.38  -0.41
6 Cl 2.05 0.26 -0.60  -0.21
7 H 1.75 -2.02 0.92  0.40
8 H -0.16 -1.94 1.40  0.24
9 H -1.81 1.47 -0.56  0.25
10 H -0.58 2.04 0.54  0.36
11 H -0.09 1.72 -1.28  0.32

## Properties
- highest occupied orbital energy (alpha / beta) (eV) = -9.85 / -10.61
- net charge = 0
- orbital gap (alpha / beta) (eV) = 7.77 / 8.62

***

## 2
Entry from OMol25: an isolated molecule of C3H5ClFN (the ωB97M-V functional and the def2-TZVPD basis).

Last column: Mulliken charge in e.
Element x y z (Å)
1 C -0.11 0.36 0.57  -0.10
2 C -0.96 0.20 -0.65  -0.08
3 C -0.13 -1.08 0.06  -0.18
4 H 1.56 1.11 -0.61  0.26
5 H 1.83 0.80 1.04  0.22
6 H -0.79 0.38 1.58  0.25
7 H -2.00 0.00 -0.81  0.36
8 H 0.69 -1.28 -0.68  0.31
9 N 1.16 1.04 0.40  -0.60
10 F -0.56 0.79 -1.83  -0.27
11 Cl -0.68 -2.32 0.92  -0.17

## Properties
- highest occupied orbital energy (eV) = -8.57
- SMILES = N[C@H]1[C@@H](F)[C@@H]1Cl
- net charge = 0
- orbital gap (eV) = 9.58

***

Result of the stability comparison: 1 is the least stable of them.

***

## 1
Entry from OMol25: an isolated molecule of C24H29N3O4 (the ωB97M-V functional and the def2-TZVPD basis).

Last column: Mulliken charge in e.
Element x y z (Å)
1 C -5.02 -2.27 -0.83  -1.37
2 H -5.41 -1.83 -1.75  0.40
3 C -3.54 -2.61 -1.00  0.77
4 C -2.96 -3.21 0.28  -0.80
5 O -3.09 -2.36 1.41  -0.50
6 C -2.31 -1.26 1.52  0.06
7 C -2.62 -0.42 2.60  -0.53
8 C -1.89 0.73 2.81  -1.03
9 C -0.86 1.08 1.95  -0.47
10 C -0.56 0.26 0.88  -0.35
11 C -1.27 -0.91 0.67  0.74
12 H -0.99 -1.54 -0.16  0.60
13 C 0.51 0.65 -0.13  -0.44
14 N 1.61 -0.30 -0.14  0.56
15 C 1.86 -0.88 -1.33  0.24
16 O 2.74 -1.69 -1.56  -0.64
17 C 0.82 -0.34 -2.30  0.88
18 O 0.67 -0.65 -3.47  -0.80
19 C 0.00 0.57 -1.54  -0.71
20 C -1.18 1.03 -2.06  0.24
21 O -1.53 0.77 -3.31  -0.61
22 H -0.82 0.20 -3.73  0.48
23 C -2.18 1.77 -1.26  0.48
24 C -1.84 2.84 -0.44  -0.12
25 C -2.83 3.43 0.31  -0.53
26 N -4.09 3.03 0.31  -0.60
27 C -4.42 2.02 -0.48  -0.60
28 C -3.51 1.36 -1.30  -0.34
29 H -3.82 0.56 -1.94  0.52
30 H -5.46 1.73 -0.47  0.41
31 H -2.62 4.27 0.96  0.42
32 H -0.83 3.21 -0.42  0.49
33 C 2.39 -0.57 1.04  -1.15
34 C 3.29 0.61 1.44  -1.09
35 C 4.29 1.01 0.35  -0.57
36 N 5.63 0.49 0.59  -0.15
37 C 6.58 1.10 -0.31  -1.01
38 H 7.58 0.74 -0.08  0.32
39 H 6.37 0.88 -1.37  0.36
40 H 6.57 2.18 -0.17  0.33
41 C 5.68 -0.96 0.48  -0.99
42 H 6.72 -1.28 0.54  0.42
43 H 5.25 -1.33 -0.46  0.33
44 H 5.15 -1.41 1.32  0.22
45 H 3.91 0.70 -0.64  0.34
46 H 4.38 2.10 0.34  0.53
47 H 3.84 0.34 2.34  0.58
48 H 2.66 1.46 1.68  0.33
49 H 2.98 -1.45 0.81  0.76
50 H 1.70 -0.80 1.87  0.29
51 H 0.89 1.65 0.11  0.62
52 H -0.30 1.99 2.12  0.51
53 H -2.13 1.37 3.65  0.39
54 H -3.43 -0.69 3.25  0.49
55 H -1.91 -3.50 0.13  0.35
56 H -3.52 -4.10 0.56  0.44
57 H -3.40 -3.33 -1.80  0.48
58 H -2.99 -1.70 -1.26  -0.58
59 H -5.15 -1.56 -0.02  0.22
60 H -5.59 -3.17 -0.61  0.42

## Properties
- highest occupied orbital energy (eV) = -8.52
- SMILES = CCCOc1cccc([C@@H]2/C(=C(/O)c3ccncc3)C(=O)C(=O)N2CCCN(C)C)c1
- net charge = 0
- orbital gap (eV) = 7.78

***

## 2
Entry from OMol25: an isolated molecule of C24H29N3O4 (the ωB97M-V functional and the def2-TZVPD basis).

Last column: Mulliken charge in e.
Element x y z (Å)
1 C 0.74 3.28 3.07  -1.15
2 C -0.33 3.11 1.99  -0.19
3 O -1.12 1.96 2.19  -0.47
4 C -0.67 0.75 1.75  1.28
5 C 0.57 0.50 1.19  -0.37
6 C 0.87 -0.75 0.67  -1.28
7 C -0.04 -1.79 0.74  -0.37
8 C -1.25 -1.57 1.40  -0.02
9 C -1.59 -0.32 1.88  0.25
10 O -2.78 -0.01 2.46  -0.47
11 C -3.76 -1.03 2.59  0.08
12 C -5.00 -0.39 3.18  -1.52
13 H -5.36 0.40 2.53  0.33
14 H -4.77 0.05 4.15  0.34
15 H -5.78 -1.13 3.30  0.43
16 H -3.99 -1.46 1.61  0.13
17 H -3.39 -1.82 3.25  0.31
18 H -1.94 -2.39 1.49  0.43
19 C 0.22 -3.09 0.03  -1.02
20 H 0.31 -3.91 0.74  0.42
21 C -0.93 -3.42 -0.95  -0.91
22 N -1.51 -2.23 -1.52  -0.01
23 C -2.75 -1.83 -1.17  0.69
24 O -3.53 -2.55 -0.56  -0.71
25 C -3.19 -0.43 -1.57  -0.63
26 H -4.25 -0.49 -1.80  0.42
27 H -3.09 0.19 -0.67  0.20
28 C -2.45 0.24 -2.74  -1.11
29 C -1.14 0.79 -2.33  0.80
30 N 0.01 0.21 -2.39  -0.51
31 C 0.88 1.15 -1.90  0.37
32 N 0.26 2.25 -1.55  -0.53
33 O -1.06 2.02 -1.83  -0.14
34 C 2.30 0.94 -1.79  0.27
35 C 3.12 1.92 -1.22  -0.75
36 C 4.48 1.70 -1.11  -0.74
37 C 5.05 0.52 -1.56  1.05
38 C 4.23 -0.45 -2.13  -0.75
39 C 2.87 -0.24 -2.25  -0.42
40 H 2.23 -0.99 -2.69  0.51
41 H 4.66 -1.37 -2.49  0.37
42 C 6.52 0.28 -1.41  -1.48
43 H 7.08 1.21 -1.51  0.39
44 H 6.88 -0.42 -2.16  0.38
45 H 6.73 -0.13 -0.43  0.27
46 H 5.10 2.46 -0.67  0.39
47 H 2.67 2.84 -0.88  0.53
48 H -3.06 1.07 -3.10  0.45
49 H -2.30 -0.48 -3.55  0.32
50 H -0.87 -1.56 -1.93  0.29
51 H -1.74 -3.94 -0.43  0.50
52 H -0.56 -4.07 -1.75  0.41
53 H 1.16 -3.01 -0.52  0.32
54 H 1.83 -0.90 0.20  0.72
55 H 1.30 1.29 1.10  0.44
56 H 0.12 3.10 0.99  0.07
57 H -1.04 3.94 2.05  0.41
58 H 0.28 3.31 4.05  0.34
59 H 1.28 4.21 2.90  0.40
60 H 1.45 2.46 3.05  0.28

## Properties
- highest occupied orbital energy (eV) = -7.71
- SMILES = CCOc1ccc(CCNC(=O)CCc2nc(-c3ccc(C)cc3)no2)cc1OCC
- net charge = 0
- orbital gap (eV) = 8.13

***

Result of the stability comparison: 1 is the least stable of them.